A 2-piece molecular cluster, C2H3F3O2 overall, computed with the ωB97M-V functional and the def2-TZVPD basis.

Cartesian coordinates (Å):
C1 1.10375 -0.67764 0.10146
C2 1.59064 0.67173 -0.08305
O1 -1.36363 1.19647 -0.41450
O2 -0.56636 1.58596 0.59190
F1 2.07142 -1.56733 -0.11550
F2 2.35274 1.25208 0.85112
F3 1.74567 1.33454 -1.21131
H1 0.65082 -0.86352 1.01174
H2 0.41560 -0.55124 -0.77165
H3 -1.55392 1.96455 -0.85495

Computed properties:
multiplicity: 3
LUMO level (alpha / beta): 0.56 / -1.76 eV
energy relative to the best compared isomer or geometry (same formula, charge and spin): 1.871 eV
total charge: 0
Kohn-Sham gap (alpha / beta): 8.37 / 9.66 eV

natural (NBO) population analysis, charges in e, atoms 1 to 8: -0.09 0.68 -0.32 -0.13 -0.34 -0.33 -0.31 0.20